(1)
Formula: C14H13N3O2S
Source: OMol25
Level of theory: ωB97M-V with the def2-TZVPD basis set

Atoms and positions in Å:
N 1.866 -0.916 -1.279
C 0.849 -1.609 -1.842
N -0.397 -1.416 -1.610
O -0.643 -0.406 -0.642
C -1.896 -0.313 -0.201
O -2.828 -0.994 -0.512
C -1.977 0.836 0.794
H -2.612 0.540 1.629
H -2.406 1.701 0.285
S -0.310 1.256 1.396
C -0.614 2.471 2.652
C -1.851 3.046 2.900
C -1.975 3.994 3.902
C -0.879 4.376 4.654
C 0.358 3.803 4.400
C 0.492 2.855 3.406
H 1.449 2.401 3.201
H 1.221 4.095 4.980
H -0.986 5.116 5.432
H -2.942 4.436 4.091
H -2.722 2.773 2.326
C 1.157 -2.646 -2.843
C 2.341 -2.628 -3.577
C 2.560 -3.642 -4.497
N 1.707 -4.626 -4.716
C 0.577 -4.635 -4.028
C 0.250 -3.677 -3.083
H -0.678 -3.706 -2.539
H -0.094 -5.455 -4.246
H 3.465 -3.667 -5.088
H 3.065 -1.837 -3.462
H 2.809 -1.254 -1.343
H 1.642 -0.273 -0.537

Forces on the atoms, in the same order (eV/Å):
0.1 0.3 0.1
-0.1 0.7 0.6
-1.2 -0.4 -0.3
1.6 -0.3 -0.6
-0.8 -0.1 0.3
0.2 0.1 0.0
0.4 0.2 0.2
0.0 0.0 -0.2
-0.1 -0.1 0.0
0.0 0.1 0.2
-0.1 -0.3 -0.3
0.0 0.0 0.0
0.0 0.1 0.1
-0.1 0.1 0.1
0.0 0.0 0.0
-0.1 -0.1 -0.1
0.1 0.0 0.0
0.1 0.0 0.0
0.0 0.1 0.1
-0.1 0.0 0.0
-0.1 0.0 -0.1
0.1 -0.4 -0.4
-0.2 0.0 0.2
0.2 0.2 0.1
0.1 -0.3 -0.4
-0.3 0.1 0.2
0.2 0.1 0.0
-0.1 0.0 0.0
-0.1 0.0 0.1
0.1 0.1 0.0
0.1 0.1 0.0
-0.1 0.0 0.0
0.1 0.0 0.0

Properties
orbital gap: 8.65 eV
SMILES string: N/C(=N\OC(=O)CSc1ccccc1)c1ccncc1
lowest unoccupied orbital energy: 0.010 Eh
energy relative to the best compared isomer or geometry (same formula, charge and spin): 46.56 kcal/mol

=====

(2)
Formula: C22H39BBr2F5N6O7P
Source: OMol25
Level of theory: ωB97M-V with the def2-TZVPD basis set

Atoms and positions in Å:
C -1.742 -0.136 2.652
C -0.491 -0.499 3.417
Br -0.871 -0.773 5.285
C 0.733 -0.671 2.892
Br 2.045 -1.330 4.118
C 1.043 -0.473 1.359
C 0.503 -1.892 0.954
C 0.505 -2.507 -0.466
C -0.918 -3.066 -0.861
C -1.028 -3.119 -2.405
C -1.884 -1.983 -3.017
N -2.923 -2.507 -3.924
N 0.400 0.733 0.733
B -0.479 0.502 -0.523
O -1.843 0.536 -0.467
O 0.084 0.374 -1.746
C 1.266 1.984 0.630
C 1.574 2.555 2.055
C 0.555 3.452 2.759
O 0.781 4.639 2.866
N -0.628 2.886 3.365
C -0.180 2.565 4.759
C -1.650 3.946 3.534
C 0.809 3.159 -0.247
F 1.648 4.184 0.042
F 1.002 3.007 -1.581
C -0.646 3.754 -0.126
F -1.241 3.805 -1.321
F -1.467 3.079 0.693
F -0.602 5.017 0.295
C 2.656 1.279 0.318
C 3.344 1.442 -1.066
C 4.082 2.826 -1.171
N 3.747 3.592 -2.388
C 2.566 -0.171 0.996
P 3.422 -1.494 -0.052
O 3.343 -2.862 0.506
C 3.670 -0.064 2.080
O 4.607 -0.892 2.036
O 3.624 0.810 2.977
H -2.621 -0.359 3.260
H -1.889 -0.673 1.719
H -1.775 0.956 2.532
H -0.500 -2.077 1.343
H 1.116 -2.551 1.580
H 0.817 -1.896 -1.310
H 1.150 -3.387 -0.478
H -0.927 -4.104 -0.524
H -1.708 -2.464 -0.399
H -1.474 -4.065 -2.728
H -0.033 -3.092 -2.862
H -2.371 -1.446 -2.188
H -1.266 -1.280 -3.579
H -3.479 -1.707 -4.214
H -3.549 -3.071 -3.348
H -0.330 1.165 1.332
H -2.171 -0.373 -0.437
H 1.009 0.107 -1.606
H 2.512 3.092 2.110
H 1.634 1.686 2.725
H 0.153 3.465 5.291
H -1.049 2.160 5.279
H 0.660 1.866 4.738
H -1.429 4.620 4.364
H -2.620 3.455 3.666
H -1.748 4.558 2.638
H 3.426 1.755 0.923
H 4.155 0.733 -1.239
H 2.673 1.326 -1.925
H 3.964 3.422 -0.265
H 5.160 2.643 -1.256
H 3.220 3.028 -3.039
H 3.183 4.390 -2.125
H 4.719 -1.032 -0.339
H 2.793 -1.518 -1.335
C -4.909 -5.615 -4.306
O -4.449 -5.584 -3.174
N -6.002 -6.370 -4.632
N -4.367 -4.898 -5.330
H -6.396 -6.410 -5.552
H -6.422 -6.908 -3.898
H -3.559 -4.334 -5.111
H -4.723 -4.900 -6.266

Forces on the atoms, in the same order (eV/Å):
-0.4 0.4 0.8
-0.2 -0.2 -0.3
0.0 -0.1 -0.6
-0.1 1.2 1.3
-0.2 -0.2 -0.8
1.7 -1.4 1.3
0.3 -0.5 -0.9
-1.2 -0.5 -0.3
1.6 0.0 -0.8
-0.7 0.2 -0.2
0.0 -0.3 0.2
0.1 0.1 0.4
-3.5 2.5 0.2
-0.4 -0.4 -1.8
0.5 -0.2 0.9
0.7 -0.4 1.2
3.0 -1.1 1.1
-2.1 -0.5 1.2
0.0 1.5 -0.2
-0.1 -0.6 -0.3
1.0 0.8 0.5
-0.1 -0.4 -0.2
-0.5 -0.1 -0.6
0.5 0.9 -1.2
0.0 -0.2 0.5
-0.3 -0.9 0.1
-1.0 1.2 -0.4
0.2 -0.5 0.1
0.5 -0.4 0.0
0.2 -0.3 0.3
1.0 -0.1 -0.6
-0.1 0.5 -0.4
0.2 -0.3 -1.0
0.0 0.3 0.7
0.3 0.4 -1.8
0.4 -0.8 0.9
-0.4 -0.2 -0.2
2.0 -0.3 3.5
-0.9 -0.1 -1.7
-1.1 0.6 -1.2
0.2 -0.1 0.0
0.3 0.1 0.0
-0.1 -0.2 -0.3
0.0 0.6 0.1
0.2 0.2 -0.2
0.1 0.3 0.4
0.3 0.4 0.1
-0.5 0.2 0.5
-0.2 -0.3 -0.1
0.0 0.1 0.1
0.0 -0.1 0.2
0.2 0.2 -0.2
-0.1 0.0 0.1
-0.1 -0.1 -0.2
0.0 -0.1 -0.2
-0.1 -1.1 0.5
-0.4 0.1 -0.3
0.2 0.3 -0.7
0.0 -0.1 -0.3
0.6 0.1 -0.3
-0.1 0.0 -0.2
0.3 -0.2 0.1
-0.3 -0.2 0.1
0.0 -0.1 0.0
0.1 0.0 0.3
0.2 -0.1 0.0
-0.6 0.2 0.3
-0.4 -0.4 0.5
0.0 0.1 0.1
-0.2 0.1 -0.2
-0.1 -0.3 0.3
-0.1 0.1 0.0
-0.1 0.0 -0.3
-0.4 0.2 -0.1
0.2 0.6 0.1
0.0 0.0 -0.1
0.0 0.1 0.0
-0.1 -0.1 0.1
0.2 0.1 0.0
0.0 0.0 0.0
0.0 0.0 0.0
0.0 0.1 -0.1
0.0 -0.1 0.0

Properties
orbital gap: 8.35 eV
lowest unoccupied orbital energy: -0.002 Eh